{
  "formula": "C3H8NSe",
  "method": "ωB97M-V/def2-TZVPD",
  "homo_ev": [-12.82, -12.87],
  "e_tot_ev": -70065.55237,
  "total_charge": 1,
  "e_above_lowest_kcal_mol": 84.2,
  "species": ["C", "C", "C", "N", "Se", "H", "H", "H", "H", "H", "H", "H", "H"],
  "positions_angstrom": [[-0.21113, -0.82650, -0.47757], [1.05223, -1.06470, 0.34311], [-0.20372, 1.58110, 0.15264], [-1.03363, 0.40737, -0.21942], [2.54074, 0.06979, -0.15122], [-0.14534, -0.75812, -1.61932], [-1.02209, -1.50369, -0.23600], [1.00632, -0.80111, 1.46498], [1.25063, -2.13951, 0.45961], [0.00694, 2.41030, -0.60130], [-0.00926, 1.67755, 1.17253], [-1.76762, 0.68894, -0.94371], [-1.46407, 0.25856, 0.65568]],
  "forces_ev_per_angstrom": [[-1.2, -1.1, -2.2], [-0.3, 0.7, 2.2], [2.4, 0.4, -3.5], [1.3, 3.6, 0.4], [-1.9, 1.0, -0.3], [0.8, -0.7, 1.7], [0.5, -1.3, -0.2], [-0.9, -0.3, -1.6], [0.2, 0.2, -0.9], [-0.7, -1.4, 1.2], [0.1, 0.3, 1.4], [1.3, -0.9, 1.0], [-1.5, -0.5, 1.0]]
}

{
  "formula": "C5H4ClO2",
  "method": "ωB97M-V/def2-TZVPD",
  "homo_ev": -4.18,
  "e_tot_ev": -21866.72497,
  "total_charge": -1,
  "e_above_lowest_kcal_mol": 14.3,
  "smiles": "O=C([O-])C(Cl)=C1CC1",
  "species": ["O", "C", "O", "C", "Cl", "C", "C", "C", "H", "H", "H", "H"],
  "positions_angstrom": [[-1.24112, -0.71037, 3.49451], [-1.28542, 0.49692, 3.36868], [-1.22682, 1.34994, 4.25514], [-1.24926, 1.07720, 1.92291], [-1.82438, 2.72184, 1.75672], [-0.46166, 0.56519, 1.00157], [-0.12868, 0.83673, -0.39008], [0.22872, -0.49657, 0.31825], [-0.99100, 0.95793, -0.99799], [0.61849, 1.57135, -0.49682], [1.27430, -0.83123, 0.71743], [-0.37372, -1.41322, 0.16925]],
  "forces_ev_per_angstrom": [[-0.1, -2.4, -0.6], [0.2, 1.4, 0.1], [-0.2, 1.1, 0.6], [0.9, -0.6, 1.1], [-0.2, 0.0, -0.4], [-1.2, 0.9, 0.1], [0.4, -0.7, 1.0], [1.0, -1.8, 1.1], [-0.4, -0.3, -0.9], [1.0, 0.6, -0.5], [-1.7, 1.2, -1.1], [0.3, 0.7, -0.3]]
}

{
  "formula": "C30H27BBr2F4N2O9P",
  "method": "ωB97M-V/def2-TZVPD",
  "homo_ev": -10.83,
  "e_tot_ev": -213846.98417,
  "total_charge": 1,
  "species": ["C", "O", "C", "O", "C", "O", "C", "C", "Br", "C", "C", "C", "C", "C", "C", "C", "C", "C", "N", "C", "F", "F", "C", "F", "F", "C", "B", "N", "O", "C", "P", "O", "Br", "H", "H", "H", "H", "H", "H", "H", "H", "H", "H", "H", "H", "H", "H", "H", "H", "H", "H", "H", "C", "C", "C", "O", "C", "C", "C", "O", "H", "H", "H", "H", "C", "C", "C", "O", "C", "C", "C", "O", "H", "H", "H", "H"],
  "positions_angstrom": [[-6.05930, -3.50240, 4.47424], [-4.71852, -3.25154, 5.02205], [-3.95234, -2.31090, 4.13992], [-2.65778, -2.93583, 3.78775], [-1.52497, -2.00795, 4.11708], [-1.07601, -1.84359, 5.36387], [-0.83248, -1.13930, 2.90724], [0.26008, -1.79446, 1.82193], [0.60478, -3.73594, 2.16766], [0.92482, -0.86682, 0.60970], [1.99232, -1.69993, -0.31436], [1.28187, -2.06685, -1.78510], [-0.33868, -2.43277, -1.69731], [-1.13291, -2.85494, -3.07513], [-0.25039, -2.90534, -4.46266], [1.35519, -2.53870, -4.57670], [2.19511, -2.63681, -6.01069], [2.15475, -2.10304, -3.20132], [0.56201, 0.61955, 0.36875], [1.10192, 1.46473, -0.75521], [2.20499, 0.95067, -1.57909], [1.75434, 2.75454, -0.28097], [-0.05257, 1.78367, -1.93662], [-0.34995, 3.26332, -2.01824], [-1.31496, 0.99504, -1.70097], [-0.47570, 1.22728, 1.33905], [-1.08018, 2.78994, 1.25479], [-0.36534, 3.98583, 1.91041], [-2.32261, 2.96036, 0.47330], [-1.16472, 0.43480, 2.59679], [-2.45158, 1.21406, 3.83518], [-3.87572, 1.78936, 2.93850], [-1.47970, 2.98783, 4.96641], [-6.55563, -4.43796, 5.00023], [-5.99643, -3.76199, 3.32286], [-6.73586, -2.52708, 4.58290], [-4.53108, -2.06604, 3.13563], [-3.75113, -1.29765, 4.70768], [3.04087, -1.14441, -0.46037], [2.31485, -2.74968, 0.10511], [-0.96808, -2.43480, -0.70413], [-2.29794, -3.10166, -3.00504], [-0.83938, -3.24903, -5.44010], [2.84675, -1.67259, -6.22023], [1.44102, -2.77067, -6.89641], [2.96614, -3.54221, -6.02361], [3.30409, -1.83455, -3.15207], [0.30624, 1.48378, -3.00867], [0.45652, 3.61824, 2.44827], [-0.07955, 4.69682, 1.20173], [-3.04336, 3.37117, 1.03803], [-4.28730, 2.55003, 3.47608], [4.31933, -3.93327, -9.25063], [4.86459, -3.91415, -10.47073], [6.32636, -4.00016, -10.65797], [6.82642, -3.98072, -11.77425], [7.16162, -4.10969, -9.44548], [6.61635, -4.12881, -8.22537], [5.15459, -4.04280, -8.03813], [4.65452, -4.06223, -6.92186], [3.24915, -3.87036, -9.09566], [4.26544, -3.83499, -11.36994], [8.23179, -4.17260, -9.60044], [7.21550, -4.20796, -7.32617], [-1.35024, 5.87479, 7.44742], [-0.68914, 6.82217, 8.11953], [-1.40645, 7.89574, 8.83516], [-0.80212, 8.76442, 9.44892], [-2.88179, 7.88091, 8.78066], [-3.54288, 6.93352, 8.10855], [-2.82557, 5.85995, 7.39293], [-3.42990, 4.99127, 6.77916], [-0.83945, 5.08070, 6.91659], [0.39286, 6.84643, 8.16960], [-3.39257, 8.67499, 9.31150], [-4.62488, 6.90926, 8.05849]],
  "forces_ev_per_angstrom": [[-1.0, 0.0, -0.9], [0.4, 1.6, -2.6], [-1.4, 0.5, 0.8], [2.4, 3.4, 0.7], [0.9, 0.1, 6.0], [-2.9, -1.0, -8.7], [1.8, 2.0, -4.0], [-1.8, 4.1, 0.5], [-0.2, 2.6, -0.8], [-0.6, -1.5, 1.8], [0.3, -0.1, -1.6], [-2.0, -0.6, -2.2], [1.7, -0.4, -4.2], [4.7, 1.1, 0.4], [0.9, 0.7, 2.5], [-1.2, 0.2, 3.2], [-0.2, -0.2, 0.6], [-4.6, -1.0, 0.6], [-1.4, -2.7, 3.8], [2.1, 2.4, -2.5], [-3.2, 0.5, 3.0], [-2.7, -4.1, -0.8], [-2.1, 1.1, -0.9], [0.7, -4.7, 0.8], [3.9, 2.7, -0.2], [0.0, -3.0, 1.4], [-1.0, 2.8, -1.1], [-0.1, -3.5, -1.6], [2.0, -0.4, 3.0], [2.8, -1.7, -3.1], [-1.5, -0.3, 0.1], [2.2, 1.1, 1.8], [-0.5, -0.9, -1.3], [1.3, 2.2, -0.8], [-0.1, 0.5, 2.2], [1.3, -2.2, -0.1], [1.1, -0.8, 2.1], [-0.4, -2.2, -0.9], [-2.7, -0.8, 0.3], [-1.2, 2.3, -0.1], [1.6, 0.1, -2.1], [3.0, 0.6, -0.4], [1.6, 0.9, 2.3], [-1.5, -1.8, 0.7], [1.4, 0.3, 1.8], [-2.0, 2.0, 0.3], [-2.7, -0.6, -0.3], [-0.5, 0.5, 2.4], [-0.9, 1.0, -0.7], [-0.5, -0.6, 1.0], [1.3, -0.4, -1.0], [0.9, -1.5, -0.9], [0.0, 0.0, -0.4], [-0.4, 0.0, 0.3], [0.5, 0.0, -1.0], [-0.4, 0.0, 0.9], [0.1, 0.0, 0.5], [0.3, 0.0, -0.2], [-0.2, 0.0, 0.5], [0.6, -0.1, -0.6], [0.0, 0.0, 0.0], [0.1, 0.0, 0.0], [0.0, 0.0, 0.0], [0.0, 0.0, 0.0], [0.3, 0.3, 0.2], [0.1, -0.5, -0.3], [0.5, 0.8, 0.6], [-0.5, -0.7, -0.5], [-0.4, -0.2, -0.2], [0.0, 0.4, 0.2], [-0.4, -0.5, -0.3], [0.3, 0.4, 0.3], [0.0, 0.0, 0.0], [0.0, 0.0, 0.0], [0.1, 0.0, 0.0], [0.0, 0.0, 0.0]]
}